1.
ORCA calculation (ωB97M-V/def2-TZVPD) on a cluster of 11 separate species, C40H90F36N5P6 in total at a distorted geometry.

Geometry as ORCA input:
```
! RIJCOSX wB97M-V def2-TZVPD def2/J DEFGRID3
* xyz -1 1
H 11.0142 -7.0915 8.5676
H 5.8802 -7.3829 6.9806
C 10.4165 -6.6797 7.7543
H 7.1766 -8.3774 8.7006
C 6.6714 -5.4868 5.9684
F -4.8439 4.9012 -10.6885
C 5.2428 -4.9402 5.8234
F -1.0658 13.4596 0.9175
F 6.1198 4.9209 -5.0721
F -5.9725 3.9070 -7.7714
F 4.0898 4.0877 -6.0989
H -3.5731 4.9049 -2.6007
P -5.3930 4.3912 -9.2425
H -1.3573 -6.5879 1.8442
H 7.4147 -4.5798 -0.5942
H 11.1418 -7.2435 5.8663
H 6.5236 -6.7965 -2.9062
N 8.0635 -7.3330 7.1266
H 7.8577 -7.9080 -3.3698
C 9.0802 -2.9213 -2.7449
F 6.4363 3.6754 -7.0206
C 9.0044 -7.5396 5.9304
H 1.8483 0.4620 -1.2312
F -10.0886 4.7323 1.2515
C -2.0717 3.3479 -0.0532
H -11.1408 10.8391 -4.3316
H -6.8564 12.6569 -0.3308
H -0.8314 4.6345 -2.8123
H 8.2836 -2.6880 -0.7601
H -8.2564 8.6633 -5.6507
N -8.0610 10.2119 -4.0799
C 10.3762 -7.6142 6.5478
H -2.6770 -11.8244 1.9779
H 7.2447 -2.0430 -1.8439
H -7.7182 9.2763 -2.2684
F -2.6732 2.0935 5.3024
H -6.2987 11.4007 -2.3932
C 8.3636 -5.8491 -3.7004
F 5.1901 1.9103 -6.0192
H -1.7191 3.6039 0.9460
F -3.0071 -2.2550 -3.7351
F -2.4106 1.5698 7.5592
H 8.7393 -6.9179 9.1165
N 8.6827 -5.1838 -2.2989
C -6.6950 10.4289 -4.7565
H 7.0985 -5.8795 5.0457
H -10.6232 8.2206 -5.2449
F 1.0055 13.3976 0.1234
H 0.6771 -0.5112 -0.5709
H -3.1979 -10.2356 3.9206
H 8.8642 -6.6989 5.2509
H -7.6655 12.3872 -2.6470
H 10.6982 -8.5974 6.8910
N -0.9418 3.5890 -0.9510
F -0.7406 3.0120 7.7832
H 8.6478 -2.8954 -3.7451
F -1.3513 -3.7375 -3.0242
H -2.3371 -7.0660 5.1196
H 8.6949 -8.4724 5.4592
H 7.2037 -9.2789 7.1347
F -10.4421 5.0294 -1.0481
C -8.5055 8.7719 -4.5951
C -10.0991 8.7956 -4.4814
C -3.8989 -6.5858 2.8406
H -0.5338 5.7568 -0.2130
C 9.1820 -6.2426 -1.2192
F 0.5964 11.2408 -0.7391
H -9.0780 10.3396 -2.1600
H -1.5522 -4.3627 2.7013
H 9.7133 -2.0471 -2.5932
C 7.5242 -4.2914 -1.6396
F -5.2729 2.8386 -9.7951
H -3.8867 -5.1103 4.3998
F -6.9490 4.4977 -9.8532
F 0.3810 11.8417 1.5045
H -1.3910 -4.9488 4.1986
C 6.6326 -7.1154 -5.0439
H 6.0613 -8.0405 -4.9664
C 7.3107 -7.0022 -3.6316
F -1.4976 11.2396 0.1949
N -2.6546 -7.5551 3.1380
C -3.5221 -5.2298 3.3795
C -1.4943 -6.5855 2.9255
H 9.2344 -6.2570 -4.2135
C -7.3353 11.5186 -2.0773
H -8.6223 11.3752 -5.6994
H 6.4942 -6.2057 7.9628
H -6.5344 11.5013 -4.6455
C -2.7949 4.9570 -1.8392
F -3.0695 -3.0548 -1.4218
H 9.9289 -6.9417 -1.5952
C -3.5102 -9.9414 2.9186
C 7.9342 -2.8843 -1.7738
H -6.7700 10.1807 -5.8152
C -9.0225 11.0893 -4.7267
F -0.9401 12.8940 -1.2774
C 1.2710 0.3653 -0.3117
C 7.7762 -8.6782 7.8414
P -11.3917 4.7156 0.2832
H -1.5308 -9.0598 2.2506
H -8.0203 7.9607 -4.0522
F -0.5936 1.4696 6.0904
P -2.9694 -3.6689 -2.9153
C -0.0218 2.2840 -1.1492
H 10.3830 -4.6420 -3.3429
C 8.9591 -6.5189 8.1262
C -10.3226 10.3334 -4.8444
H -6.7746 10.9717 0.0089
F -3.2029 -4.3733 -4.3577
F 6.8291 2.7267 -4.8855
H 5.2496 -3.9184 6.2028
P -1.7313 2.6136 6.5021
H -4.0095 -6.5302 1.7576
H 8.7237 -5.4546 8.1227
H 10.5293 -4.0343 -1.7274
C 9.8126 -4.1840 -2.5349
H 6.0191 -6.2879 -5.4002
C 6.6817 -6.6441 6.9826
F -11.3136 3.0609 0.0865
H 7.3928 -7.3271 -5.7958
C -2.5584 -8.0028 4.6081
C -2.5875 -8.8082 2.3413
H 9.4906 -5.6376 -0.3666
H -8.4209 11.7158 -0.2900
F -5.4489 5.9739 -8.7644
P -0.2190 12.3472 0.1036
F -0.9457 3.6948 5.5282
F -12.7183 4.9111 -0.7066
H -10.7138 10.4062 -5.8592
H -4.5477 -9.6071 2.9222
F -2.8174 3.6603 6.8968
H 10.7785 -5.6782 7.5218
F -11.3762 6.3590 0.4520
F -3.8646 4.3168 -8.7275
H 6.5807 -4.5879 -2.0979
H -4.8612 -6.9607 3.1893
H -0.5992 -6.8140 3.5041
C -3.5473 -11.1681 1.9818
H -1.7662 3.3418 -3.1076
H -3.5001 -8.4236 4.9606
H 4.9601 -4.8449 4.7750
H 8.6768 -9.2711 8.0007
H 0.4397 4.5393 0.4914
H 7.3867 -4.7341 6.2999
H -2.9986 -8.4739 1.3888
H 7.9835 -4.9702 -4.2212
H -4.0589 3.6135 -0.5846
H 1.3957 2.2111 0.4633
H -3.7949 -10.7030 1.0276
F -4.6112 -3.6049 -2.8491
C 0.5648 1.6024 0.1066
H 0.6256 2.4292 -2.0140
P 5.5203 3.4509 -5.6165
H -4.3443 -11.8615 2.2504
F -2.9826 -5.1887 -2.2233
H -0.6092 1.5807 -1.7394
H 0.6372 5.0035 -1.3095
C -0.0168 4.8283 -0.4553
H -5.9945 9.8269 -4.1776
C -2.0024 -5.1413 3.3170
C -3.2025 4.2733 -0.4449
F -12.4941 4.5552 1.4393
H 4.4210 -5.5205 6.2431
H -2.3808 5.9485 -1.6561
C -7.3593 11.7121 -0.5371
H -3.4980 5.0157 0.2965
C -8.0601 10.2738 -2.5442
H -0.2131 1.4588 0.8564
H 1.9304 0.0835 0.5091
H -4.0892 -4.5898 2.7036
H 8.2982 -6.8110 -0.9292
H -9.0183 11.9813 -4.1002
H -1.6633 -8.6001 4.7820
F 4.9656 3.1892 -4.1904
H -2.2285 2.2692 -0.0567
H -10.4644 8.6383 -3.4665
C -1.6240 4.0759 -2.3145
*
```

The value obtained for the HOMO energy is -0.28973 Eh. For the total energy, the calculation gives -7495.951044 a.u.

---

2.
ORCA calculation (ωB97M-V/def2-TZVPD) on a structure of composition C44H33Br2F3MoN7O3S2Si.

Geometry as ORCA input:
```
! RIJCOSX wB97M-V def2-TZVPD def2/J DEFGRID3
* xyz -1 3
Br -5.6556 6.6210 -2.9199
C -0.1665 -0.8128 5.5432
S 2.1596 -2.1578 -1.2253
F 0.7766 -4.5007 -4.9249
C 3.0249 -3.0892 3.7407
H -1.4136 -6.0860 -0.7034
Mo 0.7858 -0.4106 0.0769
H -3.0124 -2.2040 -3.2284
C 2.0725 2.1957 1.6666
C -1.9946 -2.2812 -2.8812
C -3.6742 4.7813 -2.0239
C -1.8784 -3.1210 0.9107
C -1.6661 -2.6357 4.1063
O -2.4242 0.7107 -4.1874
H 5.0432 3.7501 1.4125
C -3.1689 2.6681 -3.0813
H 3.5739 0.1380 -0.3413
N 4.6457 2.1450 -2.6627
C -2.9465 3.5998 -2.0765
C 1.6437 -2.9307 1.8017
C 0.2644 -3.0693 -3.1254
C -4.6417 5.0104 -2.9862
C 0.6148 -2.3256 -1.9916
C -2.3568 1.3791 -3.1431
C 0.8237 2.6339 3.7650
H -0.9317 2.7453 5.0851
C 2.5931 1.0093 -3.6980
C -3.9116 -4.4665 0.8916
H -0.2262 -4.0606 -0.1165
H 0.4310 0.1007 -4.6493
C 2.5925 0.9028 -5.1134
H -4.2757 2.2066 -4.8333
F 2.3393 -3.1711 -4.2590
C -0.4656 2.5590 4.1360
C 4.4940 1.8877 0.4981
C 3.7156 1.6145 -3.0969
H -2.2938 -1.0269 -1.1609
C -3.2296 -3.3021 1.2212
N -1.1934 2.1605 3.0316
C -1.6295 -2.7032 5.4927
N -0.3295 -1.6369 -1.3307
C 3.0323 3.1658 1.8781
C 1.2960 -3.8934 -3.8399
C -1.0393 -3.0229 -3.5694
N 0.4115 0.0483 -3.6421
C -1.2536 -4.1555 0.2049
H -2.3631 -0.6486 1.4584
C -1.9286 -5.3159 -0.1434
C -0.8848 -1.7863 6.2199
C 2.5597 -0.9724 2.7308
H -1.3119 -3.5583 -4.4676
C -0.2069 -0.7604 4.1564
H -2.1836 -3.4791 6.0061
C -2.6042 1.7941 3.0698
C -0.3768 1.9639 1.9772
H 2.8017 4.0179 2.5007
O 1.3534 0.6944 -1.7049
H -2.7081 0.8168 3.5406
H -2.1895 3.3878 -1.3328
C 1.7525 -1.5307 1.7308
H -3.7861 -6.3917 -0.0481
N 2.2448 1.1516 0.8622
H -2.2447 -3.3754 3.5693
N 0.8720 2.2704 2.4243
S -0.8300 1.5957 0.3776
H -0.5108 0.1868 -3.2363
C -3.2596 -5.4822 0.2121
C 2.2478 -3.7057 2.7764
H 2.1116 -4.7789 2.7817
C 1.4550 0.5904 -2.9701
C -4.8875 4.0977 -3.9983
H -5.6528 4.2965 -4.7359
Si -1.1139 -1.4658 1.4928
F 1.7843 -4.8742 -3.0554
H 0.3907 -0.0138 3.6519
C 3.4489 1.0049 0.2932
C -0.9624 -1.6556 3.3972
O -1.6788 1.0953 -2.1246
H -2.9719 1.7436 2.0490
N 2.5930 0.7951 -6.2626
H 2.7166 0.0945 2.7983
H 1.0637 -3.4549 1.0639
C -1.6020 -1.6066 -1.7528
H 1.7077 2.8763 4.3229
H 5.4365 1.7082 0.0079
H 0.4417 -0.1035 6.0927
H -3.4932 5.5137 -1.2487
Br 3.8477 -4.1247 5.1048
C 3.1919 -1.7232 3.7201
H -0.8541 -1.8392 7.3008
H 3.7969 -1.2338 4.4722
H -4.9553 -4.5744 1.1608
C 4.2712 3.0048 1.2790
H -3.7670 -2.5033 1.7198
H -3.1487 2.5501 3.6314
C -4.1346 2.9331 -4.0441
*
```

The energy above the lowest of the compared OMol25 structures with the same formula, charge and spin comes out at 0.0 kcal/mol. The value obtained for the HOMO energy (spin up / spin down) is -0.19005 / -0.19032 Eh. As for the expectation value of S²: 2.03. For the total energy, the calculation gives -8907.425613 a.u.